Formula: C5H10NO
Source: OMol25
Level of theory: ωB97M-V/def2-TZVPD

Each line ends with the natural charge from an NBO analysis.
Positions of all 17 atoms, in Å:
N: 2.68270 1.20969 -0.26782  -0.669
C: 1.23328 1.16702 -0.44867  -0.152
C: 0.30690 0.34437 0.14344  -0.059
C: -0.92824 -0.10422 -0.69810  -0.435
C: -2.00493 -0.62038 0.27890  -0.507
C: -1.68487 -2.01608 0.74154  0.422
O: -0.48248 -2.08958 0.87393  -0.533
H: 3.20661 1.08967 -1.09277  0.454
H: 2.95223 0.49074 0.42404  0.447
H: 2.84716 2.00967 0.28019  0.444
H: 0.91880 1.93300 -1.15449  0.223
H: 0.43123 -0.02278 1.15391  0.234
H: -0.71633 -0.94122 -1.36395  0.257
H: -1.29298 0.82862 -1.26384  0.240
H: -2.96179 -0.71342 -0.19688  0.230
H: -2.18516 -0.00593 1.13122  0.241
H: -2.32215 -2.55916 1.45937  0.164

## Properties
* calculated total energy: -326.15065 Ha
* structure (SMILES): [NH3+]/C=C/CCC=O
* LUMO level: -3.85 eV
* ΔE to the lowest compared entry with this formula, charge and spin: 82.3 kcal/mol
* highest occupied orbital energy: -12.971 eV
* total charge: +1